Density functional theory data (ωB97M-V/def2-TZVPD) for a 13-piece molecular cluster, C45H71Cl4N10O10S2 overall at a distorted geometry.

Computed properties:
Gap between HOMO and LUMO (eV): 1.20
Total charge: -3
E_LUMO (eV): 4.0624
Energy relative to the best compared isomer or geometry (same formula, charge and spin) (kcal/mol): 0.0

XYZ file:
```
142
C45H71Cl4N10O10S2 (ωB97M-V/def2-TZVPD)
C 1.907 3.008 0.114
O 1.416 1.836 -0.388
C 0.016 1.934 -0.859
C -0.630 0.586 -0.653
N -0.195 -0.260 0.584
H -0.408 0.336 1.372
H -0.906 -0.965 0.715
C 1.196 -0.837 0.733
C 1.330 -2.150 1.571
O 0.359 -3.167 1.152
C 0.515 -4.438 1.750
H 2.989 2.921 0.018
H 1.588 3.073 1.154
H 1.492 3.849 -0.441
H 0.115 2.249 -1.897
H -0.420 2.804 -0.367
H -0.513 -0.100 -1.492
H -1.705 0.739 -0.551
H 1.826 -0.045 1.140
H 1.442 -1.061 -0.305
H 1.295 -1.788 2.599
H 2.314 -2.574 1.367
H 0.330 -4.417 2.824
H 1.450 -4.876 1.402
H -0.262 -5.092 1.356
S -3.704 -0.660 1.745
O -2.678 -1.334 1.008
O -4.709 -1.456 2.446
O -3.256 0.331 2.679
O -4.232 0.482 0.993
S -1.263 2.761 2.227
O -0.249 1.736 2.422
O -0.886 4.122 2.004
O -2.210 2.347 1.187
O -2.313 2.680 3.247
C -2.549 2.236 -3.385
C -2.352 1.079 -4.379
N -1.006 0.466 -4.399
C -0.995 -0.895 -4.954
C -1.167 -0.970 -6.489
C 0.005 1.369 -4.893
C 1.381 0.932 -4.712
H -2.414 2.018 -2.326
H -3.531 2.688 -3.526
H -1.917 3.095 -3.610
H -3.089 0.299 -4.188
H -2.628 1.486 -5.351
H -1.788 -1.531 -4.560
H -0.030 -1.331 -4.696
H -1.483 -1.998 -6.666
H -0.341 -0.604 -7.099
H -2.019 -0.462 -6.943
H -0.196 1.211 -5.953
H -0.057 2.432 -4.658
H 1.751 1.083 -3.697
H 1.697 -0.084 -4.951
H 1.958 1.625 -5.324
C 5.602 2.631 -2.510
Cl 4.495 1.980 -3.804
Cl 7.136 3.203 -3.093
Cl 4.739 4.113 -1.847
Cl 5.921 1.402 -1.225
N 2.075 1.225 3.360
C 1.942 0.768 4.630
C 3.235 0.558 5.137
C 4.097 0.675 4.028
C 3.425 1.184 2.950
H 1.375 1.666 2.781
H 0.982 0.716 5.123
H 3.457 0.386 6.180
H 5.169 0.778 4.109
H 3.910 1.491 2.035
N 2.194 -2.115 -3.413
C 3.142 -2.007 -2.479
C 3.677 -3.219 -2.194
C 2.999 -4.137 -2.958
C 2.194 -3.413 -3.833
H 1.641 -1.363 -3.800
H 3.236 -1.040 -2.009
H 4.353 -3.309 -1.357
H 3.115 -5.211 -2.938
H 1.485 -3.765 -4.568
N -2.055 -3.092 3.597
C -2.588 -4.269 3.840
C -2.818 -4.233 5.240
C -2.558 -2.973 5.711
C -2.042 -2.269 4.712
H -1.752 -2.945 2.645
H -2.734 -4.941 3.007
H -3.260 -5.047 5.796
H -2.711 -2.474 6.657
H -1.609 -1.286 4.603
N 1.098 5.394 3.240
C 1.320 4.888 4.471
C 1.816 5.822 5.278
C 2.086 6.938 4.537
C 1.603 6.679 3.233
H 0.470 5.053 2.527
H 1.100 3.856 4.701
H 2.019 5.874 6.337
H 2.520 7.857 4.904
H 1.327 7.363 2.444
N -5.155 -2.126 -1.259
C -6.247 -2.676 -1.836
C -6.645 -1.675 -2.721
C -5.820 -0.575 -2.713
C -4.889 -0.878 -1.757
H -4.612 -2.582 -0.540
H -6.535 -3.701 -1.655
H -7.508 -1.788 -3.360
H -5.805 0.291 -3.359
H -3.978 -0.355 -1.506
N -1.849 -3.473 -0.482
C -2.302 -4.764 -0.456
C -1.654 -5.546 -1.488
C -0.925 -4.652 -2.281
C -1.017 -3.390 -1.661
H -2.127 -2.853 0.265
H -3.098 -4.890 0.264
H -1.745 -6.617 -1.592
H -0.257 -4.939 -3.080
H -0.575 -2.439 -1.917
N -1.579 5.273 -0.267
C -0.933 6.381 -0.903
C -1.633 6.679 -2.044
C -2.624 5.677 -2.209
C -2.627 4.855 -1.007
H -1.305 4.863 0.615
H -0.143 6.921 -0.402
H -1.518 7.531 -2.697
H -3.317 5.514 -3.022
H -3.242 3.998 -0.775
N 4.205 -2.315 3.528
C 5.410 -2.795 3.114
C 5.265 -4.087 3.012
C 4.016 -4.516 3.502
C 3.347 -3.363 3.798
H 3.981 -1.346 3.704
H 6.193 -2.114 2.814
H 6.041 -4.758 2.674
H 3.706 -5.551 3.494
H 2.400 -3.331 4.317
```

---

Density functional theory data (ωB97M-V/def2-TZVPD) for a 2-piece molecular cluster, C2H3F2IO overall at a distorted geometry.

Computed properties:
Gap between HOMO and LUMO (alpha / beta) (eV): 8.79 / 8.79
E_LUMO (alpha / beta) (eV): 0.3160 / 0.3159
Energy relative to the best compared isomer or geometry (same formula, charge and spin) (kcal/mol): 77.8

XYZ file:
```
9
C2H3F2IO (ωB97M-V/def2-TZVPD)
C 0.477 -0.234 -0.807
C -0.366 0.329 1.249
O -0.557 -0.030 -1.650
F 0.451 -0.141 2.142
F -1.505 -0.425 1.209
I 2.111 1.166 -1.007
H 0.845 -1.201 -0.675
H -0.604 1.390 1.394
H -0.853 -0.854 -1.855
```

---

Density functional theory data (ωB97M-V/def2-TZVPD) for an isolated ion of composition C2H8NS and charge +1 at a distorted geometry.

Computed properties:
Gap between HOMO and LUMO (eV): 9.27
Structure (SMILES): [NH3+]CCS
Total charge: +1
E_LUMO (eV): -4.0204
Energy relative to the best compared isomer or geometry (same formula, charge and spin) (kcal/mol): 19.5

XYZ file:
```
12
C2H8NS (ωB97M-V/def2-TZVPD)
C 0.525 0.301 0.015
C -0.905 0.373 0.305
S -1.247 0.607 2.178
N 0.784 -0.897 -1.025
H 1.104 1.097 -0.465
H 1.140 -0.102 0.811
H -1.705 0.902 -0.208
H -1.360 -0.616 0.178
H -0.683 1.860 2.180
H 1.617 -0.765 -1.599
H 0.721 -1.853 -0.668
H 0.009 -0.907 -1.700
```

---

Density functional theory data (ωB97M-V/def2-TZVPD) for one molecule with the formula C3H8N4O at a distorted geometry.

Computed properties:
Gap between HOMO and LUMO (eV): 9.57
Structure (SMILES): [H]/N=C(\N)N/C(CO)=N/[H]
E_LUMO (eV): 0.5951
Energy relative to the best compared isomer or geometry (same formula, charge and spin) (kcal/mol): 27.8

XYZ file:
```
16
C3H8N4O (ωB97M-V/def2-TZVPD)
C -1.171 0.640 -0.720
C 1.004 0.314 0.545
C 0.757 -1.066 1.128
H -2.568 -0.827 -0.648
H -0.980 -1.417 -0.617
H -2.776 1.430 -1.188
H 0.562 1.717 -0.770
H 2.462 0.610 1.688
H 1.628 -1.273 1.762
H -0.121 -1.068 1.749
H 1.584 -2.055 -0.342
N -1.615 -0.655 -0.435
N -1.799 1.643 -1.197
N 0.205 0.817 -0.494
N 1.936 1.084 0.933
O 0.697 -2.084 0.124
```

---

Density functional theory data (ωB97M-V/def2-TZVPD) for a 2-piece molecular cluster, C10H16 overall at a distorted geometry.

Computed properties:
Gap between HOMO and LUMO (eV): 10.04
Structure (SMILES): Cc1ccccc1.CCC
E_LUMO (eV): 1.0276
Energy relative to the best compared isomer or geometry (same formula, charge and spin) (kcal/mol): 27.2

XYZ file:
```
26
C10H16 (ωB97M-V/def2-TZVPD)
C 0.716 3.190 -1.244
C 1.038 3.202 0.254
C -0.645 3.781 -1.561
H 1.427 3.731 -1.825
H 0.817 2.123 -1.631
H 0.141 3.438 0.908
H -1.601 3.257 -1.468
H -0.756 4.608 -0.869
H 1.692 4.081 0.469
H 1.547 2.425 0.808
H -0.695 4.039 -2.600
C 1.863 -1.882 1.713
C -1.060 -2.930 -0.468
C 0.096 -2.917 0.314
C -1.804 -1.713 -0.553
C 0.547 -1.764 0.969
C -1.313 -0.563 0.042
C -0.095 -0.593 0.705
H -1.348 -3.722 -1.120
H 0.586 -3.884 0.505
H -2.778 -1.827 -1.023
H -1.931 0.318 0.204
H 1.600 -2.018 2.769
H 2.468 -0.988 1.696
H 0.338 0.287 1.191
H 2.449 -2.711 1.316
```

---

Density functional theory data (ωB97M-V/def2-TZVPD) for a 2-piece molecular cluster, C5H9NO overall at a distorted geometry.

Computed properties:
Spin multiplicity: 2
Gap between HOMO and LUMO (alpha / beta) (eV): 11.21 / 7.36
Total charge: +1
⟨S²⟩: 0.765
E_LUMO (alpha / beta) (eV): -3.7273 / -7.7423
Energy relative to the best compared isomer or geometry (same formula, charge and spin) (kcal/mol): 6.5

XYZ file:
```
16
C5H9NO (ωB97M-V/def2-TZVPD)
C -1.385 0.536 1.224
C -0.906 1.673 0.619
N 0.345 1.367 0.051
C 0.670 0.113 0.333
C -0.445 -0.495 0.987
C 1.860 -0.602 -0.158
H -2.288 0.522 1.811
H -1.439 2.584 0.410
H 1.073 2.017 -0.176
H -0.604 -1.460 1.441
H 2.456 -0.029 -0.872
H 2.478 -1.082 0.599
H 1.528 -1.422 -0.792
H -1.754 -1.327 -2.295
H -0.746 -0.972 -1.163
O -0.842 -1.422 -2.021
```

---

Density functional theory data (ωB97M-V/def2-TZVPD) for one molecule with the formula C2H6IN3S at a distorted geometry.

Computed properties:
Gap between HOMO and LUMO (eV): 7.75
E_LUMO (eV): -0.5231
Energy relative to the best compared isomer or geometry (same formula, charge and spin) (kcal/mol): 111.1

XYZ file:
```
13
C2H6IN3S (ωB97M-V/def2-TZVPD)
C -1.825 -0.073 1.174
C -0.167 -0.206 -0.882
N 1.335 1.432 -0.519
N 0.208 0.911 -0.151
N 1.507 -1.385 -0.641
S -1.576 -1.073 -0.309
I 2.923 -0.290 0.293
H -0.890 0.457 1.388
H -2.154 -0.754 2.060
H -2.619 0.631 0.933
H -0.090 -0.184 -1.964
H 1.453 2.263 0.123
H 1.895 -1.728 -1.506
```

---

Density functional theory data (ωB97M-V/def2-TZVPD) for one molecule with the formula C3H4N4O at a distorted geometry.

Computed properties:
Gap between HOMO and LUMO (eV): 9.47
Structure (SMILES): c1nncocn[nH]1
E_LUMO (eV): 0.4054
Energy relative to the best compared isomer or geometry (same formula, charge and spin) (kcal/mol): 120.0

XYZ file:
```
12
C3H4N4O (ωB97M-V/def2-TZVPD)
C 1.641 -0.554 -0.324
C -0.599 1.541 0.256
C -1.534 -0.699 -0.207
H 1.057 -2.080 0.594
H 2.522 -1.227 -0.677
H -1.166 2.240 0.794
H -2.465 -0.991 -0.887
N 0.651 -1.210 0.554
N 1.566 0.773 -0.450
N 0.645 1.420 0.353
N -0.705 -1.640 0.133
O -1.512 0.616 -0.288
```

---

Density functional theory data (ωB97M-V/def2-TZVPD) for one molecule with the formula C4H5FO3 at a distorted geometry.

Computed properties:
Gap between HOMO and LUMO (eV): 11.13
Structure (SMILES): O=C1OC[C@H](F)[C@@H]1O
E_LUMO (eV): 0.5953
Energy relative to the best compared isomer or geometry (same formula, charge and spin) (kcal/mol): 8.8

XYZ file:
```
13
C4H5FO3 (ωB97M-V/def2-TZVPD)
C -1.276 0.472 0.108
C 0.917 1.203 -0.281
C -0.462 -0.726 0.541
C 0.993 -0.274 -0.068
O -2.482 0.487 0.123
O -0.514 1.550 -0.204
O -1.039 -1.904 0.017
F 1.253 -1.055 -1.151
H 1.506 1.775 0.347
H 1.359 1.548 -1.155
H -0.357 -0.940 1.555
H 1.747 -0.538 0.777
H -1.645 -1.599 -0.610
```

---

Density functional theory data (ωB97M-V/def2-TZVPD) for C39H60AsF6GeN4P3Rb as an isolated structure.

Computed properties:
Gap between HOMO and LUMO (eV): 8.35
Total charge: +1
E_LUMO (eV): -2.1656
Energy relative to the best compared isomer or geometry (same formula, charge and spin) (kcal/mol): 0.0

XYZ file:
```
115
C39H60AsF6GeN4P3Rb (ωB97M-V/def2-TZVPD)
Rb -0.778 -1.591 1.532
C 4.535 0.529 -0.449
C 3.041 0.241 -0.637
C 2.540 -0.696 0.453
P 2.029 1.753 -0.883
C 2.980 2.763 -2.085
N 1.902 3.240 -2.926
Ge 0.328 2.266 -2.654
N -1.105 3.131 -1.871
C -1.822 2.806 -0.648
P -2.419 1.051 -0.548
C -3.549 1.210 0.927
C -2.711 1.538 2.170
C -4.728 2.179 0.842
C -3.496 0.913 -2.061
C -4.526 -0.206 -1.869
C -4.164 2.175 -2.609
C -1.280 4.417 -2.402
C -1.843 5.495 -1.722
C -1.975 6.723 -2.357
C -1.530 6.911 -3.655
C -0.946 5.850 -4.334
C -0.844 4.622 -3.712
N -0.246 3.453 -4.339
C 0.998 3.742 -5.042
C 1.090 4.063 -6.379
C 2.336 4.352 -6.924
C 3.464 4.307 -6.120
C 3.376 3.954 -4.778
C 2.133 3.659 -4.231
C -1.145 2.577 -5.063
C -2.047 3.046 -5.997
C -2.750 2.149 -6.786
C -2.494 0.794 -6.642
C -1.617 0.325 -5.674
C -0.961 1.210 -4.817
N -0.138 0.832 -3.739
C 0.516 -0.473 -3.757
P 0.222 -1.639 -2.327
C -1.535 -2.267 -2.361
C -2.310 -2.298 -3.675
C -1.581 -3.631 -1.669
C 1.228 -3.089 -2.947
C 0.864 -3.682 -4.309
C 2.727 -2.774 -2.895
C 1.784 2.718 0.661
C 2.970 2.677 1.623
C 1.433 4.171 0.321
H 5.074 -0.415 -0.552
H 4.751 0.922 0.540
H 4.941 1.216 -1.191
H 2.924 -0.258 -1.607
H 2.629 -0.267 1.450
H 3.148 -1.603 0.431
H 1.509 -1.002 0.283
H 3.679 2.118 -2.630
H 3.553 3.566 -1.613
H -2.708 3.440 -0.616
H -1.241 3.030 0.254
H -3.954 0.198 1.049
H -2.419 2.590 2.176
H -1.793 0.955 2.257
H -3.296 1.365 3.075
H -4.394 3.204 0.672
H -5.270 2.174 1.790
H -5.435 1.919 0.060
H -2.781 0.576 -2.822
H -5.349 0.114 -1.230
H -4.098 -1.106 -1.423
H -4.955 -0.488 -2.832
H -4.873 2.610 -1.908
H -4.717 1.921 -3.517
H -3.438 2.939 -2.882
H -2.161 5.390 -0.694
H -2.417 7.549 -1.815
H -1.622 7.876 -4.134
H -0.561 5.980 -5.337
H 0.202 4.079 -6.998
H 2.420 4.612 -7.970
H 4.433 4.540 -6.541
H 4.268 3.914 -4.168
H -2.185 4.114 -6.112
H -3.458 2.503 -7.521
H -2.995 0.080 -7.283
H -1.456 -0.738 -5.593
H 1.605 -0.341 -3.744
H 0.302 -0.948 -4.712
H -2.041 -1.553 -1.706
H -1.752 -2.774 -4.482
H -2.579 -1.294 -3.992
H -3.241 -2.857 -3.553
H -1.149 -4.418 -2.289
H -2.616 -3.910 -1.465
H -1.040 -3.639 -0.717
H 1.048 -3.859 -2.191
H 0.950 -2.952 -5.115
H -0.143 -4.099 -4.331
H 1.554 -4.494 -4.546
H 3.021 -2.062 -3.670
H 3.301 -3.685 -3.067
H 3.026 -2.378 -1.924
H 0.933 2.239 1.154
H 3.867 3.100 1.166
H 3.182 1.679 1.993
H 2.720 3.283 2.495
H 2.304 4.701 -0.069
H 1.125 4.678 1.236
H 0.631 4.270 -0.407
F 0.506 0.550 2.668
As 0.917 -0.133 4.266
F 0.449 1.352 4.983
F -0.740 -0.705 4.289
F 1.261 -0.875 5.758
F 1.325 -1.612 3.395
F 2.536 0.416 4.038
```

---

Density functional theory data (ωB97M-V/def2-TZVPD) for ClY2 as an isolated structure at a distorted geometry.

Computed properties:
Gap between HOMO and LUMO (eV): 9.39
Total charge: +5
E_LUMO (eV): -26.7266

XYZ file:
```
3
ClY2 (ωB97M-V/def2-TZVPD)
Y -0.282 -1.980 -0.199
Y 0.513 1.921 -0.921
Cl -0.231 0.059 1.120
```

---

Density functional theory data (ωB97M-V/def2-TZVPD) for a 2-piece molecular cluster, C9H15BClF3NO3 overall at a distorted geometry.

Computed properties:
Gap between HOMO and LUMO (eV): 8.73
Total charge: +1
E_LUMO (eV): -4.9983
Energy relative to the best compared isomer or geometry (same formula, charge and spin) (kcal/mol): 0.0

XYZ file:
```
33
C9H15BClF3NO3 (ωB97M-V/def2-TZVPD)
C -5.227 0.638 -1.207
B -4.182 1.704 -0.783
O -4.604 2.941 -0.468
N -2.694 1.401 -0.712
C -2.228 0.223 -0.864
C -0.741 0.184 -0.835
C -0.509 1.617 -1.339
C -1.536 2.292 -0.481
Cl -1.744 4.015 -0.676
H -6.055 0.643 -0.520
H -4.863 -0.378 -1.284
H -5.571 0.942 -2.186
H -4.293 3.578 -1.138
H -2.808 -0.657 -1.056
H -0.324 0.013 0.141
H -0.437 -0.545 -1.571
H -0.770 1.692 -2.384
H 0.485 2.028 -1.270
H -1.198 2.162 0.538
C 3.509 -3.363 2.623
C 3.581 -3.156 1.126
O 3.062 -1.858 0.752
C 3.904 -0.839 0.875
O 5.032 -0.875 1.259
C 3.218 0.451 0.394
F 1.949 0.545 0.866
F 3.140 0.468 -0.953
F 3.885 1.529 0.789
H 2.489 -3.217 2.980
H 3.828 -4.373 2.877
H 4.150 -2.657 3.149
H 2.954 -3.878 0.608
H 4.597 -3.268 0.752
```

---

For each record above, in turn, the calculated calculated total energy values are -154941.19761; -17702.60551; -14521.32960; -11248.41911; -10628.56410; -8860.16737; -25572.53665; -11178.76486; -13087.79806; -209560.27318; -14527.17195; -38555.43037 eV.